The molecule C3H4FN at a distorted geometry. Source: the Open Molecules 2025 dataset; level of theory: wB97M-V/def2-TZVPD.

Positions of all 9 atoms, in Å:
H: -1.5494 -0.7503 1.9048
H: 1.4463 0.4756 -1.3499
F: -0.0640 -0.8450 -1.2100
H: -1.9458 -1.7290 0.2850
N: 0.4021 0.8938 0.2834
C: 1.4634 1.0975 -0.4123
H: 1.9363 2.0234 -0.2351
C: -0.3397 -0.1933 -0.0620
C: -1.3491 -0.9729 0.7962

Forces on the atoms, in the same order (eV/Å):
0.386 0.061 -2.165
1.486 0.878 0.772
-0.052 0.413 -0.520
0.528 0.058 0.188
0.723 -0.224 0.717
-2.903 -1.014 -1.582
1.182 0.572 0.057
-5.071 -4.768 4.499
3.721 4.025 -1.965

HOMO-LUMO gap (alpha / beta), eV: 8.4 / 8.4
Lowest unoccupied orbital energy (alpha / beta), eV: -0.37 / -0.37
Relative energy (zero: lowest compared OMol25 entry of this formula, charge and spin), kJ/mol: 202.6
SMILES: C=NC(=C)F

Okay, here come the Mulliken numbers, in e, for every atom:
1. H 0.2456
2. H 0.2418
3. F -0.2602
4. H 0.2553
5. N -0.4262
6. C -0.3203
7. H 0.2833
8. C 0.6441
9. C -0.6633

---

A 2-piece molecular cluster, C3H4FN overall at a distorted geometry. Source: the Open Molecules 2025 dataset; level of theory: wB97M-V/def2-TZVPD.

Positions of all 9 atoms, in Å:
H: 1.7582 1.3121 -0.3164
C: 1.9118 0.6405 -1.2627
F: -1.5163 1.8707 0.1587
C: -0.6400 0.8904 0.1049
H: -0.4485 -1.6372 1.8588
C: -0.5757 -1.4085 0.7809
H: 0.9967 0.8302 -1.8600
H: -0.6706 -2.2945 0.0071
N: -0.8155 -0.2039 0.5287

Forces on the atoms, in the same order (eV/Å):
0.488 -0.776 -1.717
-0.578 0.757 1.540
-0.917 -0.272 -0.072
1.878 4.473 -1.272
0.353 -0.161 -0.902
-0.685 -2.968 0.290
0.402 0.244 -0.054
0.053 2.179 1.541
-0.995 -3.476 0.646

HOMO-LUMO gap (alpha / beta), eV: 7.9 / 7.7
Lowest unoccupied orbital energy (alpha / beta), eV: -0.60 / -0.51
Relative energy (zero: lowest compared OMol25 entry of this formula, charge and spin), kJ/mol: 728.1

Okay, here come the Mulliken numbers, in e, for every atom:
1. H 0.2307
2. C -0.4204
3. F -0.2201
4. C 0.0016
5. H 0.2355
6. C -0.2794
7. H 0.2241
8. H 0.2220
9. N 0.0059

---

The molecule C3H4FNO at a distorted geometry. Source: the Open Molecules 2025 dataset; level of theory: wB97M-V/def2-TZVPD.

Positions of all 10 atoms, in Å:
C: -1.2610 -0.7884 -0.7451
N: -1.4624 1.1691 1.0203
H: 0.3491 1.6762 0.3946
O: -2.3822 -0.4847 -0.3149
H: 0.3958 0.3768 1.6223
C: -0.1580 0.7642 0.7529
H: -1.1406 -1.7247 -1.3143
F: -1.8130 0.8690 2.2985
C: -0.0876 -0.1521 -0.4395
H: 0.8736 -0.4131 -0.8419

Forces on the atoms, in the same order (eV/Å):
-1.480 -1.446 -0.752
-1.458 1.549 -0.210
0.106 0.097 0.260
0.275 -0.378 -0.366
-0.125 0.060 -0.132
1.685 -0.506 -0.301
-0.110 -0.002 -0.192
0.410 -0.385 0.402
0.597 1.058 1.513
0.099 -0.046 -0.221

HOMO-LUMO gap (alpha / beta), eV: 7.1 / 9.6
Lowest unoccupied orbital energy (alpha / beta), eV: -1.77 / 0.00
Relative energy (zero: lowest compared OMol25 entry of this formula, charge and spin), kJ/mol: 525.1

Okay, here come the Mulliken numbers, in e, for every atom:
1. C 0.1023
2. N -0.1508
3. H 0.2334
4. O -0.4668
5. H 0.3616
6. C -0.1471
7. H 0.3111
8. F -0.1374
9. C -0.4888
10. H 0.3825

---

C3H4FNO as an isolated structure at a distorted geometry. Source: the Open Molecules 2025 dataset; level of theory: wB97M-V/def2-TZVPD.

Positions of all 10 atoms, in Å:
C: -0.8858 -0.3765 -0.7360
F: 1.5388 -1.3983 -0.3119
H: -1.1946 -0.0438 -1.6899
H: 1.8682 0.8496 0.8942
H: -2.1740 -1.5253 0.5847
C: 0.6138 -0.4129 0.0490
O: -0.1367 -1.0927 1.1074
H: 1.5361 1.0561 -0.7940
C: -1.3304 -0.9284 0.3126
N: 1.2020 0.7865 0.1906

Forces on the atoms, in the same order (eV/Å):
4.405 1.323 -1.698
-0.394 0.375 -0.505
-0.386 0.187 -0.570
1.689 0.109 1.227
-0.636 0.363 0.453
-3.512 -2.933 -1.439
-0.793 1.486 -0.325
-0.399 -0.180 2.385
0.500 -2.737 3.199
-0.475 2.008 -2.728

HOMO-LUMO gap, eV: 10.6
Lowest unoccupied orbital energy, eV: 1.02
Relative energy (zero: lowest compared OMol25 entry of this formula, charge and spin), kJ/mol: 238.1

Okay, here come the Mulliken numbers, in e, for every atom:
1. C -0.2472
2. F -0.3174
3. H 0.3585
4. H 0.2249
5. H 0.3423
6. C 0.7583
7. O -0.4077
8. H 0.3016
9. C -0.4941
10. N -0.5193